1.
Computed, not measured: C30H30N8O5S3Zr as an isolated structure, with ωB97M-V with the def2-TZVPD basis set.

Each line ends with the Mulliken charge.
Positions of all 77 atoms, in Å:
Zr 0.70 -0.15 -0.09  0.418
C -0.88 -1.97 3.82  -1.129
C -0.74 -1.08 2.62  0.137
N 0.28 -1.20 1.85  1.182
N 1.20 -2.21 2.16  -0.185
C 1.44 -2.95 1.13  0.386
S 0.72 -2.81 -0.45  -0.510
S 2.57 -4.28 1.32  -0.162
C 3.02 -4.08 3.05  -1.020
C 1.95 -4.38 4.09  0.662
C 2.13 -3.88 5.37  -0.433
C 1.19 -4.12 6.37  -0.533
C 0.06 -4.87 6.09  -0.436
C -0.12 -5.37 4.81  -0.654
C 0.81 -5.13 3.82  -0.278
C -1.85 -0.20 2.22  0.061
C -2.71 0.33 3.19  -0.291
C -3.87 0.99 2.84  -1.265
C -4.23 1.07 1.50  -0.630
C -3.40 0.56 0.52  -0.302
C -2.16 -0.01 0.85  1.047
O -1.34 -0.35 -0.13  -1.043
H -1.25 -2.94 3.48  0.372
H -1.60 -1.57 4.53  0.559
H 0.08 -2.14 4.29  -0.049
H 3.37 -3.06 3.18  0.277
H 3.87 -4.75 3.19  0.490
H 3.01 -3.29 5.59  0.384
H 1.35 -3.72 7.36  0.425
H -0.67 -5.05 6.86  0.392
H -1.00 -5.96 4.58  0.412
H 0.66 -5.51 2.81  0.433
H -2.44 0.24 4.23  0.222
H -4.51 1.41 3.61  0.435
H -5.17 1.53 1.21  0.425
H -3.66 0.63 -0.53  0.564
C 1.49 0.85 -4.61  -1.497
C 1.51 0.47 -3.17  0.729
N 0.49 0.63 -2.39  0.237
O -0.63 1.13 -3.01  -0.618
C 2.71 -0.10 -2.52  0.277
C 4.06 -0.23 -3.13  -1.817
N 2.42 -0.40 -1.31  0.705
O 3.08 -0.81 -0.29  -0.760
H 0.89 1.74 -4.75  0.380
H 1.03 0.04 -5.19  0.281
H 2.50 1.01 -4.98  0.415
H -1.11 1.57 -2.26  0.768
H 4.02 -0.81 -4.06  0.399
H 4.72 -0.75 -2.44  0.340
H 4.50 0.74 -3.36  0.362
N -0.29 1.47 7.19  -0.577
C 0.03 1.67 5.87  1.106
C -0.43 2.80 5.18  -0.942
C -0.09 3.01 3.86  -0.302
C 0.70 2.08 3.20  -0.410
C 1.20 0.97 3.88  -0.052
C 0.86 0.77 5.20  -0.900
S 1.15 2.34 1.52  1.522
O 1.69 3.65 1.36  -0.763
O 2.01 1.17 1.18  -0.745
N -0.02 1.98 0.49  -0.191
C -1.09 2.81 0.23  -0.221
N -1.67 2.66 -0.96  -0.193
C -2.73 3.42 -1.22  -0.219
C -3.21 4.35 -0.32  -1.004
C -2.51 4.45 0.87  -0.075
N -1.46 3.70 1.16  -0.128
H -1.08 1.97 7.56  0.201
H -0.18 0.55 7.57  0.206
H -1.05 3.52 5.70  0.320
H -0.44 3.88 3.33  0.540
H 1.85 0.27 3.37  0.571
H 1.25 -0.10 5.72  0.348
H -3.20 3.28 -2.19  0.454
H -4.07 4.96 -0.53  0.432
H -2.80 5.17 1.64  0.453

Summary:
Multiplicity ... 1
HOMO energy ... -7.96 eV
Energy relative to the best compared isomer or geometry (same formula, charge and spin) ... 30.0 kJ/mol
Frontier orbital gap ... 7.64 eV

=====

2.
Computed, not measured: C30H31BO6 as an isolated structure in a non-equilibrium geometry, with ωB97M-V with the def2-TZVPD basis set.

Each line ends with the Mulliken charge.
Positions of all 68 atoms, in Å:
C -3.11 -6.60 2.39  -1.138
C -1.86 -5.98 2.05  0.949
C -0.53 -6.26 2.34  -1.256
C 0.17 -5.20 1.70  -0.127
C -0.73 -4.57 0.65  -0.092
B -0.09 -2.45 3.40  1.358
O -1.38 -2.59 3.17  -0.487
C -1.30 -1.04 2.63  -1.224
C -0.07 -1.09 1.83  1.054
C -0.35 -1.12 0.42  -1.456
C 2.21 -2.46 0.55  0.148
O 1.68 -3.48 0.33  -0.324
C 1.09 -0.91 2.75  -1.347
O 1.18 -2.46 3.43  -0.666
O -1.95 -4.86 1.28  -0.288
H -2.90 -7.23 3.27  0.355
H -3.89 -5.84 2.65  0.294
H -3.47 -7.30 1.59  0.252
H -0.24 -7.15 2.91  0.392
H 1.25 -5.22 1.92  0.443
H -2.22 -0.86 2.10  0.384
H -1.28 -0.42 3.50  0.344
H 0.40 -0.66 -0.26  0.366
H -0.38 -3.19 -0.36  1.332
H -1.14 -0.34 0.35  0.689
H 2.18 -1.46 -0.18  0.062
H 2.69 -2.31 1.66  0.171
H 2.13 -0.77 2.47  0.272
H 0.84 -0.29 3.60  0.353
C -1.04 0.13 -6.07  -0.701
O -1.64 -1.06 -5.51  -0.412
C -2.02 -1.15 -4.21  0.848
C -2.55 -2.37 -3.73  -1.025
C -2.25 -2.76 -2.42  -0.509
C -1.75 -1.87 -1.47  -0.396
C -1.05 -2.44 -0.14  -0.212
C 0.35 1.51 -0.31  0.257
C -0.48 2.48 0.16  -0.491
C 0.16 3.74 0.38  -0.963
C 1.55 3.83 0.31  0.673
O 2.22 4.68 1.21  -0.356
C 2.64 5.92 0.76  0.800
C 2.96 6.86 1.73  -0.782
C 2.74 8.20 1.42  -0.150
C 2.31 8.56 0.14  -0.603
C 2.32 7.61 -0.90  -0.394
C 2.58 6.26 -0.61  -0.394
C 2.28 2.86 -0.41  -0.373
C 1.69 1.58 -0.58  -0.752
C -1.59 -0.50 -1.92  -0.200
C -1.69 -0.16 -3.27  -0.460
H -1.02 -0.05 -7.15  0.216
H -1.64 1.01 -5.79  0.315
H -0.01 0.25 -5.70  0.296
H -3.02 -3.00 -4.46  0.413
H -2.59 -3.74 -2.11  0.392
H -1.92 -2.71 0.48  0.276
H -1.51 2.31 0.43  0.460
H -0.47 4.59 0.64  0.395
H 3.25 6.53 2.73  0.380
H 2.88 8.97 2.18  0.356
H 2.03 9.61 -0.10  0.330
H 2.10 7.89 -1.94  0.349
H 2.57 5.48 -1.37  0.382
H 3.30 3.07 -0.72  0.469
H 2.31 0.77 -0.97  0.255
H -1.54 0.38 -1.24  0.199
H -1.40 0.85 -3.60  0.300

Summary:
Multiplicity ... 1
HOMO energy ... -5.56 eV
Energy relative to the best compared isomer or geometry (same formula, charge and spin) ... 501.9 kJ/mol
Frontier orbital gap ... 3.05 eV

=====

3.
Computed, not measured: C30H31BrF6HfN3O6P as an isolated structure, with ωB97M-V with the def2-TZVPD basis set.

Each line ends with the Mulliken charge.
Positions of all 79 atoms, in Å:
Hf 0.18 0.36 0.46  1.818
O -0.25 -4.13 -0.16  -0.753
C 0.42 -4.17 -1.33  0.535
C 0.83 -5.42 -1.78  -0.639
C 1.52 -5.54 -2.97  -0.374
C 1.82 -4.42 -3.74  -0.851
C 1.42 -3.18 -3.30  -0.991
C 0.72 -3.03 -2.10  -0.030
C 0.34 -1.67 -1.67  1.234
O -0.02 -1.50 -0.40  0.003
N 0.39 -0.69 -2.50  -1.008
N 0.12 0.51 -1.84  0.610
C -0.05 1.53 -2.60  -0.495
C -0.32 2.87 -2.12  0.922
C -0.69 3.85 -3.05  -0.951
C -1.00 5.13 -2.65  -0.781
C -0.91 5.46 -1.30  -0.514
C -0.53 4.51 -0.37  -0.836
C -0.23 3.21 -0.76  0.074
O 0.16 2.32 0.14  -0.463
H -0.41 -3.20 0.07  0.313
H 0.59 -6.28 -1.18  0.462
H 1.83 -6.53 -3.30  0.389
H 2.38 -4.52 -4.66  0.424
H 1.65 -2.29 -3.87  0.463
H 0.01 1.36 -3.68  0.478
H -0.75 3.57 -4.10  0.438
H -1.29 5.87 -3.38  0.408
H -1.15 6.46 -0.98  0.422
H -0.45 4.76 0.68  0.470
C -0.48 2.07 4.28  -1.333
C -0.16 0.58 4.39  -0.503
P 0.99 0.04 3.07  0.484
C 2.61 0.75 3.50  -0.301
C 3.27 0.27 4.79  -1.420
C 1.13 -1.79 3.24  -0.229
C 0.99 -2.37 4.64  -1.528
H -1.21 2.36 5.04  0.392
H -0.90 2.30 3.30  0.177
H 0.40 2.69 4.43  0.386
H -1.06 -0.02 4.26  0.214
H 0.26 0.34 5.37  0.649
H 2.47 1.84 3.52  0.508
H 3.26 0.55 2.64  0.248
H 2.63 0.43 5.66  0.307
H 4.20 0.81 4.96  0.429
H 3.52 -0.79 4.73  0.316
H 2.09 -2.05 2.78  0.434
H 0.36 -2.22 2.59  0.037
H 1.73 -1.97 5.34  0.283
H 1.12 -3.45 4.60  0.485
H 0.00 -2.18 5.05  0.282
C -3.65 0.82 2.46  -1.822
C -2.92 -0.05 1.44  1.147
O -1.58 0.24 1.39  0.091
C -3.08 -1.54 1.84  0.487
F -2.59 -2.38 0.92  -0.206
F -4.35 -1.87 2.07  -0.299
F -2.39 -1.76 2.98  -0.255
C -3.53 0.20 0.04  0.343
F -4.80 -0.18 -0.05  -0.277
F -3.48 1.52 -0.24  -0.271
F -2.84 -0.42 -0.93  -0.142
H -3.25 0.61 3.45  0.335
H -4.72 0.64 2.46  0.418
H -3.46 1.86 2.22  0.364
Br 3.49 2.13 -4.49  -0.168
C 3.85 0.61 -3.41  -0.211
C 4.51 -0.48 -3.95  -0.215
N 4.77 -1.57 -3.25  -0.620
C 4.37 -1.61 -1.98  -0.267
C 3.68 -0.57 -1.37  0.193
C 3.42 0.58 -2.10  -0.092
C 3.20 -0.71 0.05  -0.122
O 3.69 -1.50 0.82  -0.662
O 2.19 0.07 0.35  -0.459
H 4.85 -0.46 -4.98  0.378
H 4.57 -2.52 -1.42  0.504
H 2.89 1.41 -1.65  0.737

Summary:
Multiplicity ... 1
HOMO energy ... -8.22 eV
Energy relative to the best compared isomer or geometry (same formula, charge and spin) ... 27.7 kJ/mol
Frontier orbital gap ... 7.70 eV

=====

4.
Computed, not measured: C30H31CdFN7O5 as an isolated structure in a non-equilibrium geometry, with ωB97M-V with the def2-TZVPD basis set.

Each line ends with the Mulliken charge.
Positions of all 75 atoms, in Å:
Cd 0.28 0.47 -1.66  0.796
C -4.41 -2.46 2.51  -1.779
C -3.17 -1.84 1.93  0.620
C -1.92 -2.02 2.50  -0.950
C -0.81 -1.41 1.98  0.198
C -0.86 -0.55 0.86  -0.327
N 0.26 0.06 0.39  1.228
C 1.21 0.57 1.20  -0.630
C 0.93 0.95 2.54  -0.601
C 1.85 1.55 3.36  -0.958
C 3.14 1.82 2.91  0.410
C 4.13 2.55 3.76  -1.716
C 3.45 1.46 1.61  -0.259
C 2.54 0.84 0.76  0.100
N 3.05 0.54 -0.53  0.996
C 4.29 0.07 -0.75  -0.461
C 4.52 0.10 -2.11  -1.031
C 3.33 0.60 -2.64  -0.468
N 2.46 0.86 -1.68  -0.410
C -2.13 -0.42 0.24  -0.452
C -3.23 -1.07 0.78  -0.105
N -2.40 0.41 -0.88  1.532
C -3.29 1.41 -0.89  -0.352
C -3.42 1.84 -2.19  -1.009
C -2.55 1.03 -2.91  -0.450
N -1.94 0.17 -2.11  -1.027
H -4.23 -2.78 3.54  0.370
H -5.22 -1.73 2.53  0.422
H -4.74 -3.32 1.93  0.267
H -1.81 -2.66 3.37  0.267
H 0.16 -1.61 2.42  0.609
H -0.08 0.79 2.90  0.434
H 1.57 1.83 4.36  0.373
H 3.97 2.33 4.81  0.405
H 5.15 2.27 3.49  0.374
H 4.03 3.63 3.62  0.273
H 4.44 1.68 1.23  0.532
H 4.92 -0.28 0.04  0.525
H 5.39 -0.23 -2.64  0.443
H 3.07 0.78 -3.67  0.395
H -4.19 -0.94 0.28  0.462
H -3.72 1.78 0.02  0.506
H -4.05 2.63 -2.57  0.441
H -2.35 1.03 -3.97  0.461
C 0.42 3.83 -3.04  -1.648
C 0.16 3.60 -1.53  1.411
C 1.48 3.80 -0.75  -1.391
C -0.83 4.69 -1.03  -1.959
O -0.41 2.38 -1.30  -0.190
H 0.94 4.77 -3.22  0.413
H -0.54 3.85 -3.56  0.342
H 1.01 3.00 -3.43  0.225
H 1.81 4.84 -0.79  0.545
H 2.26 3.16 -1.15  0.199
H 1.32 3.52 0.29  0.249
H -0.45 5.69 -1.24  0.429
H -0.97 4.57 0.04  0.409
H -1.79 4.56 -1.52  0.352
F -3.14 -4.89 -2.47  -0.363
C -2.38 -4.70 -1.36  0.324
C -1.09 -4.32 -1.48  -0.174
N -0.27 -4.21 -0.41  0.259
C 1.07 -3.73 -0.58  -1.032
C 1.16 -2.36 -1.37  0.592
O 2.29 -1.89 -1.43  -0.586
O 0.10 -1.93 -1.87  -0.618
C -0.72 -4.46 0.87  0.301
O 0.00 -4.47 1.84  -0.655
N -2.06 -4.78 0.95  0.075
C -2.99 -4.94 -0.07  0.307
O -4.13 -5.28 0.18  -0.694
H -0.66 -4.13 -2.45  0.459
H 1.69 -4.47 -1.10  0.314
H 1.49 -3.56 0.42  0.372
H -2.40 -4.92 1.90  0.278

Summary:
Total charge ... -1
Multiplicity ... 1
HOMO energy ... -4.02 eV
Energy relative to the best compared isomer or geometry (same formula, charge and spin) ... 61.3 kJ/mol
Frontier orbital gap ... 6.84 eV

=====

5.
Computed, not measured: C30H31Cl5IrO2P2Si as an isolated structure, with ωB97M-V with the def2-TZVPD basis set.

Each line ends with the Löwdin spin population.
Positions of all 72 atoms, in Å:
Ir 0.22 -0.38 0.22  2.461
C 3.41 -1.36 1.64  0.028
P 2.50 0.09 1.04  0.172
C 3.66 1.03 0.02  0.033
C 2.19 1.14 2.51  0.018
C 1.14 0.55 3.45  0.019
P -0.38 -0.07 2.59  0.177
C -1.68 1.12 2.97  0.030
C -0.84 -1.61 3.44  0.028
H 4.33 -1.07 2.15  0.006
H 3.65 -2.00 0.79  0.000
H 2.78 -1.93 2.33  0.000
H 4.55 1.31 0.60  0.008
H 3.16 1.94 -0.33  0.000
H 3.96 0.43 -0.83  0.001
H 1.85 2.10 2.11  0.000
H 3.13 1.31 3.04  0.004
H 0.83 1.29 4.19  0.002
H 1.56 -0.30 4.00  0.001
H -1.82 1.21 4.05  0.007
H -2.61 0.80 2.51  0.001
H -1.42 2.10 2.56  0.000
H -0.93 -1.46 4.52  0.006
H -0.08 -2.37 3.24  0.000
H -1.79 -1.96 3.04  0.000
Cl -3.39 5.35 -2.86  0.011
C -2.36 4.24 -2.07  0.027
C -2.65 2.88 -2.10  -0.005
Cl -4.03 2.30 -2.94  -0.002
C -1.81 1.98 -1.46  0.029
Cl -2.15 0.28 -1.49  0.085
C -0.67 2.42 -0.78  0.015
O 0.14 1.58 -0.15  0.285
C -0.39 3.79 -0.75  0.027
Cl 1.00 4.32 0.12  0.007
C -1.23 4.70 -1.39  -0.005
Cl -0.87 6.37 -1.33  -0.004
O -0.02 -2.22 -0.14  0.448
Si -0.70 -3.53 -0.89  0.048
C -2.39 -3.04 -1.53  0.005
C -3.45 -2.83 -0.64  0.000
C -4.68 -2.39 -1.10  0.000
C -4.87 -2.16 -2.45  0.001
C -3.83 -2.37 -3.35  0.000
C -2.60 -2.81 -2.89  0.001
C -0.82 -4.82 0.44  0.006
C -1.92 -5.68 0.55  0.001
C -1.96 -6.65 1.54  0.000
C -0.91 -6.78 2.43  0.000
C 0.19 -5.94 2.34  0.000
C 0.24 -4.97 1.35  0.001
C 0.44 -4.01 -2.28  0.007
C 1.40 -3.12 -2.78  0.001
C 2.22 -3.48 -3.84  0.000
C 2.09 -4.74 -4.41  0.000
C 1.15 -5.63 -3.93  0.000
C 0.33 -5.27 -2.87  0.002
H -3.31 -3.02 0.42  0.000
H -5.49 -2.24 -0.40  0.000
H -5.84 -1.82 -2.81  0.000
H -3.98 -2.19 -4.41  0.000
H -1.79 -2.97 -3.60  0.000
H -2.75 -5.58 -0.14  0.000
H -2.82 -7.31 1.61  0.000
H -0.95 -7.55 3.20  0.000
H 1.02 -6.06 3.03  0.000
H 1.11 -4.33 1.27  0.000
H 1.50 -2.14 -2.34  0.004
H 2.95 -2.78 -4.22  0.000
H 2.73 -5.02 -5.24  0.000
H 1.05 -6.62 -4.38  0.000
H -0.40 -5.98 -2.50  0.000

Summary:
Total charge ... +1
Multiplicity ... 5
⟨S²⟩ ... 6.017
HOMO energy (spin up / spin down) ... -10.56 / -11.12 eV
Energy relative to the best compared isomer or geometry (same formula, charge and spin) ... 0.0 kJ/mol
Frontier orbital gap (spin up / spin down) ... 8.57 / 6.46 eV

=====

6.
Computed, not measured: C30H31ClMgN8O11 as an isolated structure, with ωB97M-V with the def2-TZVPD basis set.

Each line ends with the Mulliken charge.
Positions of all 82 atoms, in Å:
Mg 0.24 0.42 0.48  4.387
O 1.10 1.34 4.45  -0.866
C 0.98 1.52 3.24  -0.002
O 0.45 0.76 2.39  -1.194
C 1.56 2.84 2.67  -0.038
C 3.07 2.69 2.60  -0.094
C 3.78 3.92 1.99  -1.099
C 3.76 3.60 0.49  -0.709
C 3.12 2.22 0.43  -0.716
O 3.34 1.64 1.65  -0.610
C 1.00 3.21 1.30  -0.164
C -0.53 3.05 1.23  -0.827
O -1.16 3.87 1.90  -0.882
O -0.96 2.12 0.52  -0.615
H 1.31 3.65 3.36  0.736
H 3.46 2.37 3.56  0.771
H 4.79 4.00 2.38  0.319
H 3.24 4.84 2.23  0.425
H 4.78 3.49 0.09  0.522
H 3.22 4.32 -0.13  0.180
H 3.39 1.56 -0.38  1.145
H 1.24 4.23 0.99  1.418
O 0.77 4.66 -3.53  -0.643
C 0.34 3.57 -4.15  0.694
O 0.01 3.62 -5.32  -0.718
C 0.27 2.32 -3.37  -0.590
C -0.23 1.15 -3.84  -0.092
Cl -0.65 0.79 -5.46  -0.192
N -0.23 0.18 -2.88  -0.376
N 0.27 0.71 -1.67  0.845
C 0.67 2.01 -1.98  0.094
C 1.31 2.90 -1.19  0.481
O 1.54 4.16 -1.26  -1.065
O 1.62 2.34 0.25  0.078
C -0.57 -1.15 -2.98  -0.811
C 0.09 -2.08 -2.17  0.544
C -0.21 -3.43 -2.24  -0.353
C -1.21 -3.90 -3.08  -0.573
C -1.91 -2.97 -3.85  -0.997
C -1.61 -1.62 -3.80  -0.100
H 1.07 4.48 -2.57  0.292
H 0.85 -1.72 -1.50  0.171
H 0.34 -4.12 -1.60  0.377
H -1.45 -4.95 -3.13  0.359
H -2.73 -3.30 -4.48  0.323
H -2.22 -0.93 -4.36  0.442
C 1.63 -4.48 2.22  -1.019
N 2.09 -3.43 1.34  0.351
C 3.06 -3.66 0.41  -0.028
C 3.43 -2.69 -0.43  -0.984
C 2.78 -1.38 -0.36  0.401
O 3.16 -0.49 -1.12  -0.756
N 1.74 -1.21 0.52  -0.199
C 1.40 -2.20 1.38  -0.212
O 0.51 -2.11 2.21  -0.740
H 2.39 -5.27 2.24  0.387
H 0.68 -4.90 1.88  0.259
H 1.49 -4.08 3.22  0.269
H 3.50 -4.65 0.41  0.246
H 4.20 -2.83 -1.18  0.446
C -2.12 -2.10 0.73  -0.750
N -3.54 -2.43 0.91  0.000
C -4.30 -1.80 -0.17  -0.750
N -4.13 -0.35 -0.20  0.082
C -2.71 -0.07 -0.38  -0.276
N -1.88 -0.64 0.70  0.903
C -2.37 -0.10 1.99  -0.856
N -3.79 -0.40 2.21  0.073
C -3.97 -1.84 2.17  -0.642
C -4.54 0.18 1.10  -0.658
H -1.78 -2.52 -0.22  -0.195
H -1.54 -2.52 1.55  0.472
H -5.36 -2.04 -0.04  0.340
H -3.96 -2.21 -1.12  0.347
H -2.54 1.01 -0.39  0.039
H -2.39 -0.50 -1.33  -0.439
H -2.22 0.98 1.99  0.115
H -1.77 -0.54 2.79  0.004
H -5.04 -2.07 2.32  0.378
H -3.40 -2.29 2.99  0.347
H -4.38 1.26 1.09  0.397
H -5.61 -0.02 1.24  0.370

Summary:
Total charge ... -2
Multiplicity ... 1
HOMO energy ... -0.04 eV
Energy relative to the best compared isomer or geometry (same formula, charge and spin) ... 129.1 kJ/mol
Frontier orbital gap ... 4.30 eV

=====

| no. | energy (hartree) |
| --- | --- |
| 1 | -3217.1700 |
| 2 | -1637.4178 |
| 3 | -5340.4088 |
| 4 | -2189.0114 |
| 5 | -4689.5882 |
| 6 | -3088.0073 |